1) The following is a quantum chemistry calculation of a cluster of 2 separate species, C4H14N3O in total, from OMol25.

XYZ file:
```
22
Properties=species:S:1:pos:R:3:mulliken_charge:R:1
C -1.388 -1.144 2.137 -0.96
N -0.175 -0.610 1.493 -0.51
C 0.721 -1.672 1.039 -0.56
O 1.709 -1.218 0.097 -0.62
H -1.958 -1.689 1.401 0.36
H -2.058 -0.303 2.499 0.30
H -1.179 -1.802 3.021 0.34
H 0.330 -0.047 2.190 0.26
H 1.200 -2.174 1.898 0.36
H 0.120 -2.423 0.516 0.36
H 2.224 -0.527 0.573 0.33
C -1.644 2.060 -0.486 -0.85
N 1.190 0.399 -2.144 -0.23
C 0.174 1.203 -1.840 0.25
N -0.512 1.155 -0.729 0.02
H -2.591 1.471 -0.400 0.29
H -1.743 2.788 -1.315 0.33
H -1.474 2.596 0.471 0.29
H 1.482 -0.362 -1.514 0.34
H 1.650 0.523 -3.023 0.21
H -0.076 1.959 -2.585 0.32
H -0.298 0.437 0.049 0.36
```

Values from the calculation:
**LUMO energy**: -2.64 eV
**Net charge**: +1
**Highest occupied orbital energy**: -13.76 eV
**Orbital gap**: 0.40853 Ha

2) The following is a quantum chemistry calculation of a cluster of 2 separate species, C4H14N3O in total, from OMol25.

XYZ file:
```
22
Properties=species:S:1:pos:R:3:mulliken_charge:R:1
C -0.704 -0.080 -0.657 -0.70
C -1.829 0.411 -1.539 -0.35
C -2.007 1.968 -1.512 -1.25
N -0.289 -1.540 -0.777 -0.19
H 0.234 0.485 -0.912 0.31
H -0.935 0.124 0.406 0.32
H -2.720 -0.065 -1.141 0.32
H -1.633 0.124 -2.581 0.40
H -2.304 2.287 -0.520 0.36
H -1.078 2.463 -1.751 0.35
H -2.700 2.271 -2.313 0.35
H -1.057 -2.141 -0.522 0.36
H -0.172 -1.650 -1.790 0.38
H 0.601 -1.744 -0.190 0.33
N 0.902 -0.166 2.255 -0.47
C 2.003 -0.722 1.587 0.72
N 3.192 -0.131 1.845 -0.41
O 1.910 -1.684 0.799 -0.77
H 0.201 -0.883 2.504 0.28
H 1.152 0.411 3.045 0.23
H 4.039 -0.518 1.444 0.26
H 3.196 0.780 2.321 0.20
```

Values from the calculation:
**LUMO energy**: -2.87 eV
**Net charge**: +1
**Highest occupied orbital energy**: -14.29 eV
**Orbital gap**: 0.41979 Ha

Least stable of them? 1).

1) The following is a quantum chemistry calculation of the molecule C6H14N2O2S, from OMol25.

XYZ file:
```
25
Properties=species:S:1:pos:R:3:mulliken_charge:R:1
C 1.312 2.225 0.920 -0.01
C -1.789 0.022 -1.256 -1.31
C -2.572 -0.606 1.002 -1.60
C 3.148 -0.105 -1.513 -0.74
C -0.248 -0.852 0.444 -1.13
C -1.501 0.030 0.214 1.31
N 1.364 0.914 1.257 -0.17
N 1.162 -0.059 0.277 0.07
O 0.979 2.614 -0.162 -0.49
O 3.629 -0.704 1.026 -0.61
S 2.623 -1.021 0.007 0.53
H 1.807 2.780 1.776 0.31
H -2.886 -0.009 -1.568 0.33
H -1.313 0.879 -1.730 0.31
H -1.385 -0.889 -1.777 0.25
H -2.754 -1.698 0.792 0.32
H -3.571 -0.211 0.739 0.38
H -2.205 -0.604 1.957 0.47
H 3.233 -0.803 -2.323 0.31
H 4.087 0.389 -1.374 0.29
H 2.277 0.717 -1.636 0.19
H -0.225 -1.228 1.404 0.40
H -0.157 -1.544 -0.398 0.32
H -1.169 1.078 0.502 0.06
H 1.632 0.606 2.167 0.21
```

Values from the calculation:
**LUMO energy**: 0.73 eV
**Net charge**: 0
**Highest occupied orbital energy**: -9.08 eV
**Orbital gap**: 0.36045 Ha

2) The following is a quantum chemistry calculation of the molecule C6H14N2O2S, from OMol25.

XYZ file:
```
25
Properties=species:S:1:pos:R:3:mulliken_charge:R:1
C 0.855 1.689 -1.067 -1.02
C -0.633 0.768 -0.975 -0.84
C 1.512 1.565 0.208 0.21
C 0.188 -0.763 0.550 -1.03
C -0.043 -1.349 -1.893 -0.93
C -2.312 -1.346 1.688 -1.04
N -0.435 -0.556 -0.737 0.24
N 2.763 1.093 0.175 -0.47
O -1.209 1.047 1.838 -0.71
O -0.236 -0.672 3.225 -0.72
S -0.820 -0.350 1.934 1.09
H 1.479 1.332 -1.867 0.35
H 0.462 2.620 -1.166 0.43
H -1.184 1.242 -0.161 0.45
H -1.052 0.912 -1.993 0.51
H 1.174 2.070 1.127 0.40
H 0.658 -1.681 0.508 0.62
H 1.012 -1.231 -2.226 0.29
H -0.091 -2.362 -1.640 0.35
H -0.778 -0.989 -2.682 0.31
H -2.072 -2.244 1.103 0.30
H -2.791 -1.452 2.622 0.40
H -2.772 -0.690 0.946 0.34
H 3.305 1.072 0.970 0.26
H 3.020 0.276 -0.488 0.23
```

Values from the calculation:
**LUMO energy (spin up / spin down)**: 0.41 / 0.41 eV
**Net charge**: 0
**Highest occupied orbital energy (spin up / spin down)**: -6.63 / -6.64 eV
**Orbital gap (spin up / spin down)**: 0.25871 / 0.25877 Ha

Least stable of them? 2).